Record 1
This record from OMol25 describes a cluster of 5 separate species, C2H17N2O4 in total at a distorted geometry. The level of theory is ωB97M-V with the def2-TZVPD basis set.

Geometry (Å):
C  0.418  -0.487  2.248
N  1.419  -0.356  3.306
C  0.860  -0.311  0.787
N  -0.304  -0.608  -0.107
H  -0.417  0.196  2.442
H  0.082  -1.527  2.303
H  1.740  0.614  3.373
H  2.230  -0.931  3.148
H  1.718  -0.967  0.597
H  1.309  0.676  0.525
H  -0.305  -1.614  -0.346
H  -1.237  -0.394  0.351
H  -0.436  -0.044  -0.954
H  -3.137  -0.719  1.790
H  -3.303  0.777  1.402
O  -2.657  0.112  1.668
H  -1.112  1.933  -2.163
H  -0.941  2.806  -1.025
O  -1.211  1.882  -1.180
H  3.791  1.141  -2.890
H  2.679  2.050  -3.312
O  2.836  1.145  -3.020
H  -0.902  -1.965  -3.672
H  -2.038  -1.638  -2.550
O  -1.082  -1.775  -2.721

As for the multiplicity: 2. As for the relative energy (zero: lowest compared OMol25 entry of this formula, charge and spin): 0.4514 eV. The value obtained for the LUMO energy (spin up / spin down) is 0.0191 / 0.0140 Ha. The calculation puts the highest occupied orbital energy (spin up / spin down) at -2.57 / -9.94 eV. The value obtained for the HOMO-LUMO gap (spin up / spin down) is 3.09 / 10.32 eV. As for the total charge: 0. The calculation puts the largest force on an atom at 1.7 eV/A.


Record 2
This record from OMol25 describes a cluster of 6 separate species, C2H17NO5 in total at a distorted geometry. The level of theory is ωB97M-V with the def2-TZVPD basis set.

Geometry (Å):
C  1.129  2.641  0.013
N  1.282  1.312  -0.589
C  1.914  0.371  0.313
H  0.234  2.669  0.627
H  1.947  2.938  0.678
H  1.026  3.430  -0.728
H  1.734  1.463  -1.474
H  3.003  0.507  0.457
H  1.777  -0.638  -0.081
H  1.558  0.504  1.325
O  -1.280  0.331  0.382
H  -1.074  0.550  1.298
H  -0.441  0.464  -0.105
O  -2.983  -0.229  -1.947
H  -2.170  -0.770  -1.878
H  -2.909  0.380  -1.204
O  -0.757  -1.739  -2.459
H  -1.353  -2.436  -2.770
H  -0.708  -1.210  -3.269
O  0.744  -0.997  2.826
H  -0.106  -1.450  2.810
H  1.465  -1.510  2.457
O  -1.028  -2.443  1.199
H  -1.958  -2.518  1.452
H  -1.046  -1.619  0.670

As for the relative energy (zero: lowest compared OMol25 entry of this formula, charge and spin): 1.4438 eV. The value obtained for the LUMO energy is 0.0200 Ha. The calculation puts the highest occupied orbital energy at -9.42 eV. The value obtained for the HOMO-LUMO gap is 9.96 eV. As for the total charge: 0. The calculation puts the largest force on an atom at 1.5 eV/A.


Record 3
This record from OMol25 describes a cluster of 8 separate species, C2H18ClN4O11 in total at a distorted geometry. The level of theory is ωB97M-V with the def2-TZVPD basis set.

Geometry (Å):
Cl  1.281  0.443  0.511
O  1.615  1.037  1.741
O  0.420  1.375  -0.105
O  2.450  0.263  -0.317
O  0.671  -0.842  0.755
O  3.543  -0.423  -2.497
H  4.101  0.284  -2.173
H  2.901  -0.562  -1.801
O  1.104  0.528  -2.679
H  1.405  0.213  -1.827
H  0.541  -0.173  -3.009
O  0.140  2.341  2.978
H  0.536  1.736  2.351
H  0.104  3.178  2.515
O  0.900  -1.656  -1.655
H  0.677  -1.752  -0.729
H  1.767  -2.055  -1.735
O  0.213  -0.545  2.971
H  0.884  -1.166  3.253
H  0.331  -0.477  2.023
C  -1.397  -2.034  -0.308
O  -1.659  -2.932  -1.092
N  -1.297  -2.167  0.967
N  -1.239  -0.787  -0.559
H  -1.627  -3.006  1.422
H  -0.930  -1.348  1.431
H  -0.624  -0.163  -0.056
H  -1.197  -0.510  -1.529
C  -2.475  1.471  -0.114
O  -3.680  1.628  -0.193
N  -1.792  1.262  0.991
N  -1.729  1.514  -1.167
H  -0.833  0.944  0.996
H  -2.232  1.338  1.897
H  -0.722  1.596  -1.177
H  -2.153  1.445  -2.081

As for the relative energy (zero: lowest compared OMol25 entry of this formula, charge and spin): 0.0000 eV. The value obtained for the LUMO energy is 0.1017 Ha. The calculation puts the highest occupied orbital energy at -6.07 eV. The value obtained for the HOMO-LUMO gap is 8.83 eV. As for the total charge: -1. The calculation puts the largest force on an atom at 6.5 eV/A.


Record 4
This record from OMol25 describes a cluster of 8 separate species, C2H20O9 in total at a distorted geometry. The level of theory is ωB97M-V with the def2-TZVPD basis set.

Geometry (Å):
O  1.073  2.729  1.376
C  0.785  1.381  1.301
C  1.287  0.598  2.561
O  0.784  -0.723  2.507
H  1.830  2.861  1.974
H  -0.315  1.232  1.225
H  1.218  0.902  0.464
H  0.988  1.105  3.477
H  2.399  0.488  2.590
H  -0.176  -0.666  2.751
O  -1.852  -1.101  3.022
H  -2.103  -0.860  2.145
H  -2.422  -0.655  3.627
O  -2.590  -0.776  0.551
H  -2.991  0.014  0.191
H  -3.214  -1.494  0.341
O  1.231  -2.656  -2.354
H  0.756  -1.973  -1.842
H  1.118  -2.408  -3.261
O  -0.418  -0.907  -1.085
H  0.028  -0.094  -1.260
H  -1.021  -0.764  -0.355
O  -1.946  -1.307  -3.465
H  -1.095  -0.980  -3.733
H  -1.770  -1.500  -2.570
O  0.469  1.661  -1.964
H  0.345  1.924  -2.878
H  -0.075  2.287  -1.492
O  2.914  0.640  -1.433
H  2.073  1.162  -1.526
H  2.691  -0.119  -0.882

As for the relative energy (zero: lowest compared OMol25 entry of this formula, charge and spin): 0.9551 eV. The value obtained for the LUMO energy is -0.0153 Ha. The calculation puts the highest occupied orbital energy at -9.87 eV. The value obtained for the HOMO-LUMO gap is 9.46 eV. As for the total charge: 0. The calculation puts the largest force on an atom at 2.5 eV/A.


Record 5
This record from OMol25 describes a cluster of 7 separate species, C2H21N2O6 in total at a distorted geometry. The level of theory is ωB97M-V with the def2-TZVPD basis set.

Geometry (Å):
C  1.335  1.541  0.369
N  2.737  1.240  0.073
C  0.841  0.761  1.577
N  1.738  -0.339  2.060
H  0.657  1.454  -0.484
H  1.168  2.600  0.640
H  2.829  1.028  -0.908
H  3.330  2.018  0.327
H  -0.214  0.456  1.562
H  0.724  1.503  2.383
H  2.685  -0.004  1.870
H  1.644  -0.554  3.059
H  1.511  -1.286  1.733
H  -1.498  -1.720  2.228
H  -0.803  -2.338  3.521
O  -1.073  -1.552  3.074
H  -1.122  0.614  -3.906
H  0.164  0.272  -4.415
O  -0.295  0.243  -3.561
H  -1.353  3.257  -1.495
H  -0.437  3.510  -0.364
O  -0.926  2.791  -0.774
H  -4.466  -0.516  -1.198
H  -3.720  0.177  -2.543
O  -3.752  -0.434  -1.816
H  -2.458  -0.782  -0.175
H  -1.660  -1.953  -0.545
O  -1.702  -1.278  0.145
H  0.909  -3.048  -1.202
H  2.070  -3.913  -0.650
O  1.135  -3.746  -0.585

As for the relative energy (zero: lowest compared OMol25 entry of this formula, charge and spin): 1.3400 eV. The value obtained for the LUMO energy is -0.0991 Ha. The calculation puts the highest occupied orbital energy at -13.57 eV. The value obtained for the HOMO-LUMO gap is 10.87 eV. As for the total charge: +1. The calculation puts the largest force on an atom at 2.7 eV/A.


Record 6
This record from OMol25 describes a cluster of 9 separate species, C2H21O9 in total at a distorted geometry. The level of theory is ωB97M-V with the def2-TZVPD basis set.

Geometry (Å):
O  -0.814  -0.244  0.707
H  0.028  -0.107  0.231
C  1.209  2.688  -2.104
C  1.775  1.373  -1.789
O  3.146  1.323  -2.284
H  0.912  2.630  -3.151
H  1.979  3.455  -2.015
H  0.391  2.934  -1.427
H  1.213  0.565  -2.258
H  1.704  1.231  -0.711
H  3.677  2.005  -1.866
O  -1.568  -0.795  -2.375
H  -1.729  -1.709  -2.607
H  -1.203  -0.833  -1.490
O  0.879  -3.307  -0.128
H  0.397  -2.714  0.448
H  1.594  -2.774  -0.476
O  -3.084  -1.097  1.968
H  -3.102  -0.220  2.351
H  -2.393  -1.056  1.306
O  -2.406  1.202  -0.901
H  -1.973  0.756  -0.173
H  -2.285  0.615  -1.648
O  -1.806  0.916  2.935
H  -1.299  0.499  2.239
H  -1.149  1.326  3.498
O  -0.280  -2.161  2.378
H  -0.492  -1.508  1.710
H  -0.802  -1.904  3.138
O  2.754  -0.877  1.251
H  2.900  -1.162  2.153
H  1.826  -1.051  1.092

As for the relative energy (zero: lowest compared OMol25 entry of this formula, charge and spin): 0.6552 eV. The value obtained for the LUMO energy is 0.1116 Ha. The calculation puts the highest occupied orbital energy at -6.22 eV. The value obtained for the HOMO-LUMO gap is 9.25 eV. As for the total charge: -1. The calculation puts the largest force on an atom at 2.1 eV/A.


Record 7
This record from OMol25 describes a structure of composition C2H22CrO17 at a distorted geometry. The level of theory is ωB97M-V with the def2-TZVPD basis set.

Geometry (Å):
Cr  -0.045  -1.482  1.317
C  0.386  -3.679  0.792
O  1.320  -2.748  0.598
O  0.683  -4.836  0.516
O  -0.636  -3.295  1.394
C  0.032  0.391  -0.096
O  0.852  0.220  1.000
O  -0.393  -0.714  -0.522
O  -0.250  1.579  -0.498
O  -1.939  -0.878  1.916
H  -2.232  -0.974  2.822
H  -2.630  -0.653  1.249
O  2.304  2.420  0.298
H  2.407  2.961  -0.506
H  1.498  1.850  0.205
O  0.917  -1.635  3.100
H  0.808  -1.689  4.039
H  1.896  -1.519  2.989
O  -2.629  1.334  -1.402
H  -1.683  1.394  -1.234
H  -2.751  0.451  -1.127
O  -1.236  3.913  -1.088
H  -0.845  3.166  -0.663
H  -1.501  3.495  -1.894
O  1.786  1.509  -2.372
H  1.033  1.728  -1.747
H  1.761  0.482  -2.284
O  -0.385  -2.915  -2.250
H  -0.752  -2.085  -2.114
H  -1.128  -3.535  -2.190
O  2.447  -1.113  -1.970
H  2.498  -1.644  -2.748
H  1.635  -1.513  -1.606
O  -1.732  2.049  2.077
H  -1.925  2.976  1.778
H  -1.171  1.785  1.358
O  -0.671  -0.177  -3.103
H  -1.565  -0.159  -2.941
H  -0.467  -0.217  -2.135
O  1.368  1.582  3.082
H  1.726  0.987  3.740
H  1.229  1.192  2.210

As for the multiplicity: 5. The value obtained for the LUMO energy (spin up / spin down) is 0.1643 / 0.1648 Ha. The calculation puts the highest occupied orbital energy (spin up / spin down) at 1.09 / -1.98 eV. The value obtained for the HOMO-LUMO gap (spin up / spin down) is 3.38 / 6.46 eV. As for the total charge: -2. The calculation puts the largest force on an atom at 5.3 eV/A.


Record 8
This record from OMol25 describes a structure of composition C2H25NaO11 at a distorted geometry. The level of theory is ωB97M-V with the def2-TZVPD basis set.

Geometry (Å):
Na  -6.426  3.187  12.391
C  -4.123  1.806  9.295
C  -5.550  2.228  8.950
O  -6.063  3.284  9.709
H  -3.384  2.523  8.940
H  -3.877  0.797  8.952
H  -3.893  1.661  10.364
H  -6.232  1.356  8.958
H  -5.530  2.524  7.888
O  -8.589  2.697  10.849
H  -9.047  1.944  10.465
H  -7.850  2.889  10.219
O  -1.450  0.090  9.274
H  -1.908  0.648  9.912
H  -0.657  0.587  9.050
O  -1.154  1.784  11.522
H  -1.953  2.155  11.910
H  -0.930  1.036  12.090
O  -6.228  0.790  11.927
H  -6.210  -0.170  11.857
H  -5.760  1.112  11.136
O  -2.784  -1.776  7.532
H  -2.437  -1.010  8.024
H  -3.644  -1.954  7.925
O  -7.225  -1.032  6.798
H  -7.731  -0.224  6.923
H  -7.350  -1.255  5.868
O  -3.669  4.846  10.409
H  -3.513  4.419  11.255
H  -4.580  4.584  10.160
O  -6.380  5.674  7.984
H  -7.340  5.649  8.037
H  -6.106  4.873  8.479
O  -3.988  4.850  6.910
H  -3.894  4.071  7.464
H  -4.776  5.317  7.263
O  -8.985  2.399  7.320
H  -9.288  1.511  7.537
H  -8.021  2.351  7.374

As for the relative energy (zero: lowest compared OMol25 entry of this formula, charge and spin): 0.0000 eV. The value obtained for the LUMO energy is -0.0521 Ha. The calculation puts the highest occupied orbital energy at -9.06 eV. The value obtained for the HOMO-LUMO gap is 7.64 eV. As for the total charge: 0. The calculation puts the largest force on an atom at 1.2 eV/A.


Record 9
This record from OMol25 describes a cluster of 11 separate species, C2H25O11 in total at a distorted geometry. The level of theory is ωB97M-V with the def2-TZVPD basis set.

Geometry (Å):
C  -21.831  0.302  27.080
C  -23.009  0.591  26.129
O  -22.570  0.402  24.791
H  -21.576  -0.748  27.057
H  -22.102  0.569  28.116
H  -20.909  0.773  26.781
H  -23.360  1.603  26.168
H  -23.836  -0.054  26.363
O  -24.015  2.014  23.307
H  -24.928  1.918  23.180
H  -23.803  1.278  23.883
O  -20.550  -3.139  27.200
H  -21.202  -2.666  26.660
H  -19.940  -3.440  26.535
O  -19.533  2.886  28.346
H  -19.146  3.446  29.009
H  -19.376  1.999  28.658
O  -22.346  -2.414  25.384
H  -21.987  -2.730  24.546
H  -22.353  -1.446  25.272
O  -20.731  2.325  24.569
H  -21.436  1.641  24.601
H  -20.999  2.955  25.276
O  -23.546  -1.166  22.628
H  -23.059  -1.977  22.595
H  -23.227  -0.714  23.376
O  -19.409  -0.066  28.821
H  -20.300  0.063  28.643
H  -19.226  -0.999  28.965
O  -21.745  3.446  26.879
H  -21.002  3.238  27.431
H  -22.177  2.636  26.774
O  -18.224  -0.241  26.450
H  -17.381  0.204  26.289
H  -18.517  -0.274  27.359
O  -20.239  -0.581  24.453
H  -21.117  -0.204  24.462
H  -19.745  -0.234  25.210

As for the relative energy (zero: lowest compared OMol25 entry of this formula, charge and spin): 0.5392 eV. The value obtained for the LUMO energy is 0.0908 Ha. The calculation puts the highest occupied orbital energy at -5.53 eV. The value obtained for the HOMO-LUMO gap is 8.00 eV. As for the total charge: -1. The calculation puts the largest force on an atom at 3.3 eV/A.